A molecular structure, C13H29N4O3P2Y, computed with ωB97M-V/def2-TZVPD.

Geometry as XYZ:
```
52
Properties=species:S:1:pos:R:3:forces:R:3:mulliken_charge:R:1
Y 1.57493 1.54286 0.53793 0.1468 0.0306 -0.0087 1.15
C 3.69913 2.28440 1.80404 0.0087 0.0106 -0.0142 -0.58
C 3.95467 2.52109 0.43726 0.0112 0.0027 0.0100 -0.59
C 3.07928 3.55049 -0.00063 -0.0004 0.0175 0.0086 -0.58
C 2.29137 3.95451 1.10156 0.0227 0.0066 -0.0043 -0.63
C 2.66124 3.16214 2.21368 0.0031 0.0151 0.0031 -0.47
H 4.24006 1.59856 2.44038 -0.0064 -0.0051 -0.0008 0.55
H 4.72357 2.04692 -0.15591 -0.0043 -0.0031 -0.0033 0.53
H 3.07742 4.00469 -0.98146 -0.0035 -0.0041 -0.0025 0.63
H 1.56552 4.75481 1.10492 -0.0042 -0.0034 -0.0004 0.50
H 2.28237 3.26931 3.22031 -0.0073 -0.0058 -0.0014 0.58
C -3.36736 1.58415 -2.13466 -0.0168 0.0018 0.0028 -0.93
N -2.79851 0.56676 -1.23268 0.0265 -0.0095 0.0287 0.37
C -3.77676 -0.00039 -0.29217 -0.0142 0.0029 -0.0039 -0.85
P -1.21446 0.49038 -0.99970 -0.0110 -0.0883 -0.0467 0.68
O -0.53237 1.46763 -0.05422 -0.0806 0.0921 0.0017 -0.97
O -1.03370 -0.98045 -0.33784 -0.0337 0.0126 -0.0187 -0.29
P 0.19597 -1.47174 0.58762 -0.0657 0.0162 0.0865 0.59
O 1.40132 -0.63207 0.19360 0.0677 -0.0803 -0.0048 -0.99
N -0.09675 -1.15320 2.15681 0.0104 0.0094 -0.0236 0.32
C -1.25031 -1.73644 2.85645 -0.0228 -0.0127 -0.0056 -1.09
C 0.58895 -0.07612 2.85444 -0.0080 0.0110 0.0202 -0.96
N 0.18230 -3.05756 0.36166 0.0103 0.0136 -0.0407 0.35
C 0.89795 -3.95177 1.28869 0.0000 0.0003 -0.0120 -0.95
C -0.15247 -3.69001 -0.92363 0.0083 -0.0124 -0.0068 -0.81
N -0.45786 0.57756 -2.43198 0.0223 0.0078 0.0706 0.32
C -0.84165 -0.30991 -3.53965 -0.0020 -0.0110 -0.0275 -1.10
C 0.84792 1.21663 -2.57096 -0.0198 -0.0020 -0.0142 -1.07
H -3.78220 2.41235 -1.55966 0.0073 0.0014 0.0014 0.35
H -4.16342 1.12559 -2.71980 0.0058 -0.0057 -0.0010 0.33
H -2.60827 1.96569 -2.81227 0.0011 0.0040 0.0003 0.32
H -4.16713 0.77624 0.36670 0.0015 -0.0015 0.0019 0.33
H -3.32857 -0.79115 0.30130 -0.0031 0.0002 -0.0003 0.20
H -4.60153 -0.42357 -0.86372 0.0052 0.0009 -0.0051 0.34
H -1.68298 -2.53182 2.25328 0.0040 -0.0016 0.0000 0.36
H -2.01397 -0.97956 3.04249 0.0024 0.0037 -0.0058 0.39
H -0.92982 -2.15973 3.80805 0.0031 -0.0017 -0.0037 0.37
H 1.66556 -0.08682 2.64696 -0.0031 -0.0007 0.0061 0.41
H 0.50506 -0.22731 3.92993 -0.0011 -0.0099 -0.0021 0.49
H 0.13759 0.91773 2.67222 -0.0336 -0.0242 -0.0191 0.24
H 1.13296 -3.43750 2.21688 0.0033 -0.0001 0.0035 0.31
H 1.82265 -4.30464 0.83213 0.0075 0.0050 0.0093 0.35
H 0.26278 -4.80830 1.51147 -0.0046 0.0061 -0.0027 0.34
H -0.70078 -3.00433 -1.56189 -0.0049 -0.0051 0.0063 0.18
H -0.77831 -4.56069 -0.73230 0.0019 0.0037 0.0100 0.33
H 0.75618 -4.01379 -1.43216 -0.0012 0.0030 -0.0048 0.33
H -1.81538 -0.75221 -3.34100 -0.0018 0.0042 -0.0009 0.37
H -0.10844 -1.10839 -3.66841 0.0018 0.0034 0.0101 0.39
H -0.90358 0.26390 -4.46366 -0.0044 0.0069 0.0049 0.37
H 0.87376 2.17994 -2.04859 -0.0295 -0.0069 -0.0050 0.41
H 1.01421 1.45653 -3.62019 0.0063 0.0037 0.0012 0.49
H 1.67186 0.55855 -2.26165 -0.0014 -0.0018 0.0036 0.27
```
Forces are in eV/Å.

Total charge   +2
Highest occupied orbital energy   -15.25 eV